# 1
ORCA calculation (the ωB97M-V functional and the def2-TZVPD basis) on 2 unconnected molecules or ions with the total composition C4H12OS2 at a distorted geometry.

The LUMO energy is -0.194 eV. The spin multiplicity is 1. The gap between HOMO and LUMO is 8.27 eV. Its SMILES is CCSSCC.O. Its highest occupied orbital energy is -8.46 eV. The value obtained for the energy relative to the best compared isomer or geometry (same formula, charge and spin) is 2.0710 eV. The total energy comes out at -28058.7950 eV.

Geometry (Å):
C  -0.603  1.246  -0.764
C  0.316  2.376  -0.259
S  2.053  2.031  -0.676
S  3.237  0.330  -1.301
C  3.102  -0.694  0.193
C  1.690  -1.238  0.412
H  -1.559  1.342  -1.267
H  0.025  0.490  -1.267
H  -0.685  0.535  0.077
H  0.169  3.431  -0.487
H  0.156  2.392  0.820
H  3.266  -0.014  1.031
H  3.918  -1.414  0.118
H  1.759  -1.938  1.267
H  1.110  -0.430  0.858
H  1.146  -1.750  -0.379
H  -6.150  -1.702  -0.017
H  -6.254  -2.633  1.225
O  -6.697  -2.361  0.416

# 2
ORCA calculation (the ωB97M-V functional and the def2-TZVPD basis) on 2 unconnected molecules or ions with the total composition C4H12OS2 at a distorted geometry.

The LUMO energy is 0.123 eV. The spin multiplicity is 1. The gap between HOMO and LUMO is 8.58 eV. Its SMILES is CCSSCC.O. Its highest occupied orbital energy is -8.46 eV. The value obtained for the energy relative to the best compared isomer or geometry (same formula, charge and spin) is 1.4643 eV. The total energy comes out at -28059.4017 eV.

Geometry (Å):
C  1.782  0.783  1.744
C  1.880  0.858  0.263
S  1.207  -0.739  -0.532
S  -0.186  -1.394  1.108
C  -1.775  -1.542  0.139
C  -1.582  -1.882  -1.300
H  1.991  1.809  2.077
H  2.591  0.153  2.039
H  0.696  0.578  2.026
H  2.879  1.091  -0.024
H  1.306  1.695  -0.163
H  -2.295  -2.281  0.775
H  -2.341  -0.546  0.178
H  -2.531  -1.516  -1.824
H  -1.428  -2.952  -1.538
H  -0.853  -1.184  -1.833
H  -0.599  2.924  -0.446
H  -0.445  1.587  -1.386
O  -0.297  2.557  -1.304